Entry from OMol25: a cluster of 11 separate species, C29H86N16O11 in total at a distorted geometry (ωB97M-V/def2-TZVPD).

Positions of all 142 atoms, in Å:
C: -10.788 20.475 21.126
O: -10.597 19.130 21.403
C: -11.204 18.346 20.481
C: -11.182 16.882 20.848
C: -9.808 16.226 20.801
N: -12.026 16.140 19.854
H: -10.357 20.726 20.157
H: -10.412 21.099 21.937
H: -11.858 20.684 21.138
H: -12.287 18.466 20.478
H: -10.879 18.395 19.442
H: -11.527 16.766 21.876
H: -9.840 15.168 21.060
H: -8.973 16.675 21.339
H: -9.514 16.278 19.752
H: -12.659 16.797 19.421
H: -11.449 15.775 19.110
C: -7.633 24.792 14.400
O: -7.488 24.670 12.935
C: -6.209 25.079 12.602
C: -6.172 25.104 11.011
C: -4.728 25.490 10.575
N: -7.093 26.101 10.507
H: -8.631 24.477 14.704
H: -7.505 25.836 14.685
H: -6.821 24.280 14.918
H: -5.834 25.980 13.087
H: -5.430 24.377 12.899
H: -6.433 24.118 10.626
H: -4.392 26.362 11.136
H: -4.694 25.724 9.511
H: -4.221 24.560 10.831
H: -7.710 26.312 11.279
H: -6.601 26.978 10.409
C: -8.443 21.449 11.520
O: -7.364 20.464 11.534
C: -6.613 20.390 12.714
C: -7.412 20.079 13.941
C: -6.646 20.463 15.243
N: -7.725 18.652 13.977
H: -8.138 22.491 11.614
H: -9.289 21.199 12.161
H: -8.895 21.293 10.541
H: -5.833 19.677 12.445
H: -6.187 21.388 12.819
H: -8.336 20.657 13.938
H: -7.342 20.465 16.082
H: -6.156 21.426 15.102
H: -5.821 19.820 15.551
H: -6.830 18.240 13.757
H: -8.256 18.454 13.140
C: -8.564 26.007 20.405
O: -8.693 26.525 19.088
C: -10.108 26.518 18.658
C: -10.224 26.958 17.181
C: -9.819 28.403 16.933
N: -11.469 26.691 16.587
H: -7.510 25.938 20.675
H: -9.057 25.035 20.424
H: -9.222 26.593 21.047
H: -10.614 25.567 18.820
H: -10.595 27.288 19.256
H: -9.500 26.317 16.678
H: -10.511 29.048 17.474
H: -9.896 28.481 15.848
H: -8.798 28.688 17.188
H: -11.302 26.952 15.626
H: -11.536 25.684 16.636
C: -15.185 23.181 16.872
O: -14.164 23.474 17.881
C: -14.471 24.596 18.720
C: -13.509 25.108 19.736
C: -13.089 24.084 20.798
N: -13.999 26.310 20.465
H: -16.147 23.469 17.298
H: -15.142 22.120 16.627
H: -15.034 23.774 15.970
H: -14.747 25.476 18.140
H: -15.341 24.358 19.333
H: -12.652 25.568 19.244
H: -12.968 23.169 20.217
H: -13.710 23.926 21.680
H: -12.070 24.093 21.182
H: -13.421 26.591 21.244
H: -14.863 26.128 20.956
C: -10.653 22.746 17.648
O: -10.031 21.594 17.174
C: -10.258 21.352 15.782
C: -11.742 21.275 15.286
C: -12.455 20.056 16.017
N: -11.768 21.092 13.798
H: -11.732 22.620 17.744
H: -10.468 23.631 17.039
H: -10.307 22.908 18.669
H: -9.731 22.128 15.226
H: -9.761 20.419 15.516
H: -12.173 22.243 15.538
H: -12.184 20.074 17.072
H: -12.250 19.104 15.528
H: -13.526 20.230 15.908
H: -12.662 20.890 13.374
H: -11.242 20.248 13.622
N: -9.119 16.133 15.771
C: -9.984 16.603 16.653
N: -9.597 17.820 16.901
O: -10.763 15.928 17.336
H: -8.600 16.760 15.173
H: -8.918 15.150 15.656
H: -8.981 18.327 16.281
H: -9.948 18.176 17.779
N: -14.261 21.074 19.380
C: -14.791 21.015 20.551
N: -14.451 19.888 21.085
O: -15.485 21.938 21.055
H: -14.013 20.252 18.847
H: -14.049 21.988 19.006
H: -14.859 19.544 21.943
H: -13.922 19.255 20.502
N: -13.478 17.692 13.642
C: -12.314 17.317 13.202
N: -12.471 16.216 12.538
O: -11.234 17.916 13.177
H: -14.267 17.063 13.672
H: -13.548 18.524 14.210
H: -11.630 15.875 12.095
H: -13.348 15.716 12.509
N: -13.464 16.697 16.991
C: -14.140 17.623 17.568
N: -15.237 17.812 16.914
O: -13.807 18.241 18.563
H: -13.824 16.355 16.112
H: -12.520 16.510 17.300
H: -15.937 18.428 17.304
H: -15.448 17.261 16.095
N: -13.172 23.437 13.184
C: -14.093 23.417 12.309
N: -14.559 24.598 12.089
O: -14.529 22.433 11.835
H: -12.628 22.603 13.350
H: -12.678 24.294 13.388
H: -14.778 25.040 12.970
H: -15.180 24.603 11.293

Forces on the atoms, in the same order (eV/Å):
C -0.69 0.81 0.33
O 1.32 0.19 0.94
C -1.59 -2.22 -0.15
C 0.80 -1.41 -0.32
C 0.52 0.04 -0.78
N 0.16 0.35 1.42
H 0.10 0.32 -0.10
H 0.55 -0.20 -0.11
H -0.29 0.15 -0.44
H -0.09 0.95 -0.27
H 0.43 0.68 -0.22
H -0.58 0.06 -0.01
H -0.20 0.01 0.08
H -0.41 0.32 0.40
H 0.28 -0.18 -0.24
H -0.24 0.01 0.11
H 0.12 0.04 0.20
C 0.08 0.41 -1.27
O -0.59 0.24 2.73
C 1.25 -1.06 -2.63
C 1.27 1.70 1.27
C -1.43 -1.15 0.42
N -0.57 0.41 0.25
H 0.21 -0.28 -0.16
H -0.16 0.27 -0.11
H -0.18 -0.54 -0.05
H -0.65 0.80 -0.25
H -0.03 -0.79 0.29
H -0.03 -0.08 0.14
H 0.19 -0.17 0.11
H 0.10 -0.27 0.02
H 1.04 0.45 -0.29
H -0.79 -0.13 -0.11
H 0.29 0.14 -0.34
C 0.04 -1.34 -1.06
O -1.70 0.42 -0.46
C 0.02 1.76 -0.82
C 0.92 -0.34 1.42
C -0.16 0.07 -0.52
N -0.29 -0.21 0.11
H 0.32 -0.11 0.32
H 0.31 0.08 0.65
H 0.26 0.30 -0.23
H 0.18 -0.14 0.60
H 0.60 0.19 0.37
H 0.08 -0.03 -0.12
H 0.02 0.32 0.04
H -0.39 0.31 0.23
H -0.09 -0.55 -0.44
H 0.26 -0.61 0.27
H -0.55 -0.16 -0.20
C -1.32 -0.10 -0.84
O -1.28 -0.40 -1.05
C 1.03 1.42 0.06
C 3.41 -0.21 1.59
C -0.13 -0.40 -0.04
N -1.44 -0.17 0.01
H -0.28 0.24 0.10
H 0.41 -0.58 0.11
H 0.58 0.42 0.64
H 0.33 -0.32 0.11
H -0.40 -0.08 0.32
H 0.80 -0.02 -0.06
H -0.08 0.24 -0.35
H -0.18 0.75 -0.07
H -0.04 -0.41 0.25
H -0.68 -0.19 -0.42
H -0.70 -0.30 -0.38
C 0.54 0.88 1.24
O 0.47 0.35 -0.32
C -2.22 0.65 -0.07
C 2.36 1.03 2.56
C 1.15 -1.60 -1.20
N -1.48 0.42 -0.74
H -0.20 -0.35 -0.08
H 0.04 0.09 0.21
H 0.25 0.06 -0.03
H -0.03 -0.02 -0.48
H -0.55 -0.41 -0.16
H 0.38 -0.67 -0.28
H -0.53 -0.71 0.40
H -0.55 0.09 -0.56
H 0.30 1.19 0.02
H 0.82 -0.29 -0.35
H -0.53 -0.34 -0.25
C -0.64 0.10 0.82
O -0.18 -0.93 -0.97
C -0.22 0.12 -0.51
C 0.17 -1.62 0.29
C 0.02 1.96 -0.57
N 1.22 0.01 1.12
H -0.25 0.02 -0.19
H 0.27 0.16 -0.21
H 0.28 0.14 -0.08
H -0.04 0.34 -0.27
H -0.02 -0.19 0.31
H -0.53 -0.18 0.01
H -0.10 -0.37 0.02
H 0.62 0.11 0.26
H -0.26 -0.07 0.26
H -0.59 -0.09 0.45
H 0.31 -0.30 -0.33
N 1.12 -2.92 -3.03
C 1.31 -2.10 1.06
N -1.35 3.89 1.98
O -0.14 0.22 -0.86
H 0.03 0.04 0.17
H -0.65 0.19 -0.03
H -0.02 0.02 0.37
H 0.09 0.77 -0.46
N 1.70 1.69 -5.01
C -2.82 3.26 2.16
N 0.17 -3.82 3.14
O 1.07 -1.34 -0.26
H 0.20 0.00 0.24
H -0.48 -0.16 -0.46
H 0.00 0.14 -0.27
H -0.28 -0.14 0.45
N -3.24 2.81 2.94
C 2.45 1.14 -1.35
N 0.91 -4.10 -2.17
O -0.47 0.47 1.01
H 0.30 0.30 -0.15
H -0.09 -0.14 -0.10
H -0.45 -0.37 -0.04
H 0.57 -0.05 -0.25
N 2.85 -2.84 -1.31
C 0.62 0.70 1.26
N -4.90 1.95 -1.68
O 0.27 0.90 1.20
H 0.81 -0.31 0.39
H 0.40 -0.45 -0.33
H 0.04 -0.16 -0.25
H -0.34 0.36 0.47
N 4.89 -0.06 4.47
C -0.34 -0.90 -0.16
N -2.16 4.88 -1.57
O -1.47 -4.49 -2.52
H 0.15 0.19 -0.09
H -0.17 -0.14 -0.19
H -0.42 0.75 -0.66
H -0.53 0.49 0.59

Properties
Electronic energy = -2860.1702 Ha
2S+1 = 1
Energy relative to the best compared isomer or geometry (same formula, charge and spin) = 146.0 kcal per mole
LUMO energy = -0.2 eV

These are the Mulliken partial charges, in e, on atoms 1 to 5:
1 C -0.20
2 O -0.49
3 C 1.64
4 C 0.42
5 C -1.35